1.
# C3H6Cl2OSi

A cluster of 2 separate species, C3H6Cl2OSi in total (ωB97M-V/def2-TZVPD, the Open Molecules 2025 dataset).

The value obtained for the HOMO-LUMO gap is 8.9 eV. For the energy above the lowest of the compared OMol25 structures with the same formula, charge and spin, the calculation gives 240.5 kJ/mol. The value obtained for the calculated total energy is -1403.02422 Eh.

Geometry as XYZ:
```
13
C3H6Cl2OSi (ωB97M-V/def2-TZVPD)
Cl -1.0708 -2.0532 -1.8809
Cl 2.0266 -0.4094 -1.8449
Si 0.1709 -0.7041 -0.9477
O 0.3213 -1.2246 0.6445
C -0.4106 1.9051 -0.6330
C -0.2909 -2.1131 1.5510
C 0.5096 2.8547 -0.5530
H -1.0522 -2.7315 1.0526
H 1.5185 2.8121 -0.6218
H -1.4029 2.2902 -0.5769
H 0.3859 -2.7780 1.8835
H -0.7372 -1.6661 2.3349
H 0.0318 3.8180 -0.4082
```



2.
# C3H6Cl2OSi

An isolated molecule of C3H6Cl2OSi (ωB97M-V/def2-TZVPD, the Open Molecules 2025 dataset).

The value obtained for the HOMO-LUMO gap (spin up / spin down) is 8.5 / 6.8 eV. For the energy above the lowest of the compared OMol25 structures with the same formula, charge and spin, the calculation gives 257.5 kJ/mol. The value obtained for the calculated total energy is -1403.01774 Eh.

Geometry as XYZ:
```
13
C3H6Cl2OSi (ωB97M-V/def2-TZVPD)
Cl 3.3468 1.6082 -0.2342
Cl 3.0970 -1.6283 -0.6223
Si 2.6315 -0.0137 0.6108
O 1.0092 0.1740 0.5916
C -1.2409 -0.3213 -0.3609
C -0.2271 -0.4814 0.7811
C -1.6500 1.0101 -0.5912
H -0.6442 -0.6677 -1.2865
H -0.6840 -0.0770 1.7567
H -0.1038 -1.4984 0.9839
H -1.0219 1.7505 -1.2049
H -2.6329 1.2660 -0.4191
H -1.8798 -1.1211 -0.0049
```



3.
# C3H6Cl2OSi

An isolated molecule of C3H6Cl2OSi (ωB97M-V/def2-TZVPD, the Open Molecules 2025 dataset).

The value obtained for the HOMO-LUMO gap is 10.7 eV. For the energy above the lowest of the compared OMol25 structures with the same formula, charge and spin, the calculation gives 386.2 kJ/mol. The value obtained for the calculated total energy is -1402.96873 Eh. The structure (SMILES) is C=CC(Cl)(Cl)O[SiH3].

Geometry as XYZ:
```
13
C3H6Cl2OSi (ωB97M-V/def2-TZVPD)
Cl 2.0574 -0.2610 0.0628
Cl 0.6845 0.4092 -2.5680
Si -0.5306 -2.0429 0.6418
O -0.2396 -1.2165 -0.8173
C -0.3454 1.2958 -0.2629
C 0.2766 2.2105 0.4445
C 0.5145 -0.0861 -0.9021
H 1.3435 2.1989 0.3933
H -0.1939 3.0169 0.9613
H 0.3957 -3.0503 0.8885
H -1.6319 -2.6086 -0.1140
H -0.8986 -0.9799 1.6102
H -1.4325 1.1142 -0.3381
```



4.
# C3H6Cl2Si

A cluster of 2 separate species, C3H6Cl2Si in total (ωB97M-V/def2-TZVPD, the Open Molecules 2025 dataset).

The value obtained for the HOMO-LUMO gap is 10.3 eV. For the energy above the lowest of the compared OMol25 structures with the same formula, charge and spin, the calculation gives 427.5 kJ/mol. The value obtained for the calculated total energy is -1327.71828 Eh. The structure (SMILES) is [SiH3]Cl.C=C=CCl.

Geometry as XYZ:
```
12
C3H6Cl2Si (ωB97M-V/def2-TZVPD)
Cl 3.6992 -1.0868 -0.1133
Cl -4.1146 -0.0090 0.1228
Si -2.7814 -1.3164 -0.5389
C 1.7841 2.0870 0.8157
C 2.1036 -0.2837 -0.1264
C 1.9329 0.8634 0.4448
H 1.5209 2.4000 1.8163
H -1.4246 -0.8643 0.0156
H 1.3639 -1.0818 -0.2921
H 1.8083 2.8652 0.0120
H -2.8111 -0.9097 -2.0510
H -3.0812 -2.6641 -0.1057
```



Which value of calculated total energy does entry 2 give? -1403.01774 Eh



Which of these has the lowest energy above the lowest of the compared OMol25 structures with the same formula, charge and spin? number 1



Which of these has the lowest calculated total energy? number 1



The highest energy above the lowest of the compared OMol25 structures with the same formula, charge and spin belongs to which entry? C3H6Cl2Si